C27H43Cl3IrN6O4PSTe as an isolated structure in a non-equilibrium geometry. Source: OMol25; level of theory: ωB97M-V/def2-TZVPD.

## Properties
charge = +3
frontier orbital gap (alpha / beta) = 1.965 / 1.968 eV
2S+1 = 2
energy = -113624.314 eV

Positions of all 87 atoms, in Å:
Ir1 -0.00635 -0.96199 -0.03563
N1 -0.33328 -1.73193 1.99578
C1 -1.65617 -2.34800 2.27701
C2 -1.99682 -3.38780 1.23328
C3 -2.19814 -2.73385 -0.11071
O1 -3.31178 -2.31147 -0.43037
O2 -1.12553 -2.65004 -0.87781
H1 0.39667 -2.44134 2.05580
H2 -0.12550 -1.03132 2.70263
H3 -2.41585 -1.56886 2.29554
H4 -1.64048 -2.82649 3.25459
H5 -2.93014 -3.87534 1.50899
H6 -1.20307 -4.13429 1.17658
C4 4.46175 -4.75619 -0.88647
N2 3.83354 -3.55164 -0.32550
C5 4.44897 -3.03619 0.90807
P1 2.70547 -2.66716 -1.08143
O3 1.80582 -1.98901 -0.03286
N3 1.96580 -3.73702 -2.08689
C6 1.24426 -4.86022 -1.45924
C7 1.35806 -3.26185 -3.32938
N4 3.37478 -1.49685 -2.00193
C8 4.63524 -1.69188 -2.72116
C9 2.70527 -0.22523 -2.24692
H7 5.54461 -4.62942 -0.94024
H8 4.07688 -4.96626 -1.87873
H9 4.26556 -5.61952 -0.24720
H10 5.45161 -2.64617 0.71677
H11 4.53268 -3.83876 1.64111
H12 3.83922 -2.23778 1.32308
H13 1.67196 -5.08087 -0.48304
H14 1.33406 -5.74633 -2.08961
H15 0.18666 -4.63126 -1.33642
H16 1.97312 -2.49067 -3.78770
H17 0.34443 -2.86426 -3.16532
H18 1.28083 -4.09837 -4.02535
H19 5.07539 -2.65222 -2.46530
H20 5.34246 -0.90243 -2.46005
H21 4.47930 -1.66086 -3.80312
H22 1.76975 -0.17346 -1.67597
H23 2.46262 -0.10450 -3.30872
H24 3.33393 0.61148 -1.94473
Cl1 4.43813 3.70128 1.03267
C10 2.75425 4.06966 1.00386
C11 1.98299 3.85623 2.13325
C12 0.63415 4.17631 2.09919
C13 0.02993 4.68823 0.95689
C14 -1.45922 4.98849 0.93586
C15 -2.29673 4.11822 -0.02390
N5 -2.16931 2.64441 0.03868
C16 -3.21633 1.78310 0.32182
C17 -2.72594 0.52376 0.25008
N6 -1.38677 0.59903 -0.10157
C18 -1.08586 1.89410 -0.20657
O4 -1.99137 5.08638 2.25067
C19 -2.56169 3.98167 2.89415
C20 -2.74232 4.35675 4.33159
C21 -3.32057 3.50623 5.29293
Cl2 -3.87543 1.95219 4.99223
S1 -3.43432 4.21506 6.85910
C22 -2.71657 5.63776 6.25305
C23 -2.40166 5.57559 4.89632
C24 0.84295 4.94069 -0.14832
Cl3 0.21229 5.69715 -1.57316
C25 2.19377 4.62285 -0.13605
H25 2.44008 3.47106 3.03673
H26 0.04612 4.05670 3.00206
H27 -1.57343 5.99972 0.54964
H28 -2.05761 4.42897 -1.03427
H29 -3.34182 4.35706 0.15667
H30 -4.21694 2.13608 0.52330
H31 -3.24952 -0.41252 0.36541
H32 -0.12674 2.28878 -0.51778
H33 -1.95008 3.07246 2.81685
H34 -3.55240 3.74576 2.48133
H35 -2.55187 6.47866 6.91811
H36 -1.95355 6.38831 4.33905
H37 2.80795 4.83482 -1.00252
C26 -2.31887 -1.23613 -5.06542
Te1 -2.91219 -1.41447 -3.02056
C27 -3.75011 -3.32843 -3.33188
H38 -2.00960 -2.19717 -5.46920
H39 -1.51508 -0.50922 -5.16423
H40 -3.19100 -0.87949 -5.61880
H41 -4.67763 -3.18388 -3.88573
H42 -3.95320 -3.77927 -2.36786
H43 -3.05445 -3.92531 -3.91510

Forces on the atoms, in the same order (eV/Å):
Ir -0.42 -2.05 0.77
N 0.36 0.59 -1.81
C -0.46 -0.02 -0.22
C 0.06 -0.21 -0.08
C -1.79 0.05 0.61
O 1.51 -0.73 0.03
O 1.48 2.60 0.34
H 0.17 -0.05 -0.02
H 0.08 0.29 -0.04
H 0.09 0.15 0.08
H 0.25 0.13 0.17
H 0.02 -0.02 0.09
H -0.03 -0.07 -0.05
C 0.05 -0.11 0.15
N -0.20 0.20 0.28
C 0.12 -0.05 -0.12
P 1.15 -1.10 -0.91
O -1.40 0.44 0.66
N -0.67 0.37 0.42
C 0.20 -0.11 -0.26
C -0.03 -0.14 -0.03
N -0.52 0.54 0.38
C 0.11 0.09 -0.14
C 0.37 -0.24 -0.38
H -0.03 0.11 -0.03
H 0.02 0.02 -0.03
H -0.03 0.05 0.03
H -0.04 -0.03 -0.05
H -0.06 0.00 -0.01
H 0.03 0.00 0.05
H 0.04 -0.05 -0.03
H 0.05 0.02 0.05
H -0.05 0.06 -0.02
H 0.01 -0.06 -0.01
H 0.05 -0.04 0.01
H 0.02 0.04 0.01
H -0.02 0.02 0.03
H -0.03 -0.03 0.05
H -0.06 -0.04 0.05
H -0.16 0.08 0.04
H -0.07 0.00 0.09
H 0.02 0.08 0.09
Cl 0.04 -0.06 -0.05
C -0.02 0.05 -0.03
C -0.06 -0.04 0.13
C -0.01 -0.16 0.18
C -0.20 -0.19 -0.13
C -0.10 -0.20 0.75
C 0.09 0.37 -0.02
N 0.11 -0.34 0.21
C 0.22 0.19 -0.05
C -0.18 0.11 -0.09
N -0.28 -1.41 0.64
C 0.08 0.63 -0.21
O 0.39 0.33 -0.71
C -0.37 -0.31 0.27
C -0.98 -1.91 1.12
C 0.90 1.77 -0.64
Cl -0.40 -1.22 -0.33
S 0.31 0.11 -1.04
C 0.39 0.46 -0.78
C -0.01 1.00 1.68
C 0.17 -0.20 0.17
Cl -0.11 -0.02 -0.09
C 0.08 0.05 -0.19
H -0.03 0.06 -0.04
H 0.02 0.02 -0.08
H -0.10 0.08 -0.22
H 0.03 -0.05 -0.17
H -0.09 -0.14 -0.03
H 0.14 0.02 0.05
H 0.10 0.22 0.05
H -0.07 0.10 0.18
H 0.12 -0.03 -0.09
H 0.01 -0.04 -0.16
H -0.04 -0.18 -0.15
H -0.06 -0.04 0.19
H -0.02 0.03 0.06
C -0.04 0.13 0.05
Te -0.13 -0.03 -1.02
C -0.05 0.04 0.12
H -0.02 -0.06 0.12
H -0.05 0.01 0.07
H 0.01 -0.01 0.04
H 0.01 0.01 -0.02
H -0.06 0.00 0.03
H 0.05 0.03 -0.03

Calculated atomic charges, method Mulliken, unit e: atom 1 (Ir): 2.11, atom 2 (N): -0.52, atom 3 (C): -0.69, atom 4 (C): -0.65, atom 5 (C): 0.34, atom 6 (O): -0.61, atom 7 (O): -0.74, atom 8 (H): 0.27, atom 9 (H): 0.38, atom 10 (H): 0.39, atom 11 (H): 0.49, atom 12 (H): 0.46, atom 13 (H): 0.30, atom 14 (C): -1.10, atom 15 (N): 0.37, atom 16 (C): -0.97, atom 17 (P): 0.31, atom 18 (O): -1.23, atom 19 (N): 0.29, atom 20 (C): -0.88, atom 21 (C): -0.90, atom 22 (N): 0.52, atom 23 (C): -0.94, atom 24 (C): -0.31, atom 25 (H): 0.40, atom 26 (H): 0.37, atom 27 (H): 0.36, atom 28 (H): 0.31, atom 29 (H): 0.35, atom 30 (H): 0.21, atom 31 (H): 0.34, atom 32 (H): 0.41, atom 33 (H): 0.07, atom 34 (H): 0.24, atom 35 (H): 0.22, atom 36 (H): 0.38, atom 37 (H): 0.24, atom 38 (H): 0.32, atom 39 (H): 0.37, atom 40 (H): -0.52, atom 41 (H): 0.35, atom 42 (H): 0.41, atom 43 (Cl): -0.17, atom 44 (C): 0.36, atom 45 (C): -1.19, atom 46 (C): 0.01, atom 47 (C): -0.40, atom 48 (C): -0.17, atom 49 (C): -1.27, atom 50 (N): 0.28, atom 51 (C): -1.11, atom 52 (C): -0.50, atom 53 (N): 0.00, atom 54 (C): 0.13, atom 55 (O): -0.27, atom 56 (C): -0.22, atom 57 (C): -0.28, atom 58 (C): 0.52, atom 59 (Cl): -0.23, atom 60 (S): -0.11, atom 61 (C): -0.40, atom 62 (C): -0.96, atom 63 (C): 0.91, atom 64 (Cl): -0.18, atom 65 (C): -0.83, atom 66 (H): 0.52, atom 67 (H): 0.51, atom 68 (H): 0.44, atom 69 (H): 0.63, atom 70 (H): 0.46, atom 71 (H): 0.54, atom 72 (H): 0.73, atom 73 (H): 0.53, atom 74 (H): 0.35, atom 75 (H): 0.52, atom 76 (H): 0.43, atom 77 (H): 0.46, atom 78 (H): 0.52, atom 79 (C): -1.04, atom 80 (Te): 0.75, atom 81 (C): -1.00, atom 82 (H): 0.36, atom 83 (H): 0.37, atom 84 (H): 0.38, atom 85 (H): 0.44, atom 86 (H): 0.33, atom 87 (H): 0.38

C27H43CoIN7O2SSe as an isolated structure in a non-equilibrium geometry. Source: OMol25; level of theory: ωB97M-V/def2-TZVPD.

## Properties
charge = +1
frontier orbital gap (alpha / beta) = 7.703 / 7.455 eV
2S+1 = 4
energy = -165125.699 eV

Positions of all 83 atoms, in Å:
Co1 0.44026 -0.13132 0.23855
O1 -0.16780 0.34366 2.32022
C1 0.92721 0.91595 3.06879
C2 1.82590 1.71672 2.10613
C3 2.72148 2.67702 2.62950
C4 3.50989 3.45404 1.75711
C5 3.36454 3.21347 0.36803
C6 2.54006 2.19582 -0.04434
N1 1.77106 1.44833 0.80659
H1 -0.86534 1.08638 2.30026
H2 1.50753 0.10343 3.51356
H3 0.63962 1.57370 3.88470
H4 2.73923 2.81240 3.69635
H5 4.11438 4.26482 2.17618
H6 3.90115 3.88505 -0.27703
H7 2.35618 1.96154 -1.06911
N2 -2.84313 -3.38773 0.74903
C7 -3.08732 -2.19500 0.18488
O2 -2.55058 -1.14107 0.53072
C8 -4.22979 -2.15329 -0.76966
I1 -4.05346 -3.47190 -2.54176
H8 -1.95142 -3.42694 1.20982
H9 -3.36583 -4.22292 0.51163
H10 -4.44402 -1.16171 -1.18008
H11 -5.17567 -2.42117 -0.30356
C9 -0.76453 4.17842 -1.59780
N3 -0.03229 3.25449 -2.45864
C10 0.54171 3.90035 -3.62967
C11 0.05134 1.95405 -2.20809
S1 -1.02618 1.19515 -1.12656
N4 0.97407 1.20508 -2.84810
C12 0.75136 -0.26030 -3.14360
C13 2.28990 1.67230 -3.21994
H12 -0.15265 5.11902 -1.41688
H13 -1.06857 3.64495 -0.73342
H14 -1.72542 4.46265 -2.01234
H15 -0.12978 4.69657 -3.92453
H16 0.61033 3.24194 -4.44601
H17 1.53253 4.37294 -3.47622
H18 -0.31250 -0.46299 -2.95004
H19 1.31673 -0.85326 -2.38433
H20 1.06700 -0.57581 -4.15388
H21 2.61937 2.58217 -2.83213
H22 2.40610 1.73692 -4.30830
H23 3.02017 0.93621 -2.77229
C14 3.99431 -1.05728 -0.75882
N5 4.22765 -1.91738 0.38318
C15 4.95366 -3.11965 0.03780
C16 2.92725 -2.21651 1.04401
C17 1.82138 -2.78922 0.12935
C18 1.74244 -4.17385 -0.00361
C19 0.68840 -4.72663 -0.77829
C20 -0.28496 -3.91457 -1.34867
C21 -0.25757 -2.55371 -1.08753
C22 0.78269 -1.97930 -0.32952
H24 4.92825 -0.89839 -1.28399
H25 3.58658 -0.08830 -0.44997
H26 3.29320 -1.47039 -1.46280
H27 5.81960 -2.79643 -0.55510
H28 4.35741 -3.82274 -0.58517
H29 5.29509 -3.59562 0.95098
H30 2.57449 -1.31373 1.54400
H31 3.12799 -2.92028 1.86872
H32 2.37634 -4.88791 0.56614
H33 0.70031 -5.78723 -0.94039
H34 -1.08647 -4.24236 -2.01982
H35 -1.07015 -1.98817 -1.49110
C23 -2.67737 -0.24640 4.14801
N6 -3.67043 0.02112 3.10706
C24 -4.76549 -0.76200 2.83548
C25 -5.36087 -0.15280 1.78868
N7 -4.65766 0.96838 1.42794
C26 -5.08846 1.83343 0.36629
C27 -3.61787 1.04747 2.25933
Se1 -2.40678 2.44702 2.27709
H36 -2.24211 0.73092 4.53356
H37 -1.90456 -0.92888 3.81852
H38 -3.18903 -0.69869 5.01175
H39 -4.85908 -1.69055 3.28392
H40 -6.24032 -0.37920 1.18022
H41 -5.58436 2.67635 0.78678
H42 -5.63727 1.20214 -0.33680
H43 -4.18901 2.25123 -0.14097

Forces on the atoms, in the same order (eV/Å):
Co -0.25 0.85 0.50
O 0.70 0.54 0.55
C 0.48 -0.23 -1.51
C 0.75 0.17 0.83
C 0.10 0.18 -1.23
C -1.39 -0.93 0.46
C 0.30 0.38 1.48
C -0.90 -0.26 0.89
N 0.56 0.51 -0.23
H -0.03 -0.49 -0.20
H -0.04 -0.06 -0.13
H -0.55 0.04 -0.03
H 0.10 0.18 0.21
H -0.06 -0.41 -0.41
H 0.04 -0.22 -0.59
H 0.28 0.01 -0.09
N 0.21 0.15 0.06
C -0.58 1.03 0.59
O 0.21 -0.83 -0.36
C -1.20 0.09 -1.48
I -0.04 0.59 0.88
H 0.07 -0.49 0.28
H 0.46 0.27 -0.11
H 0.72 -0.16 0.09
H 0.14 -0.51 0.18
C 0.46 0.90 -0.22
N 0.34 1.07 -0.06
C 0.31 1.03 0.53
C -0.06 -0.81 -0.12
S -0.50 -0.09 0.23
N -0.07 -0.71 -0.78
C 0.11 0.35 1.36
C 0.90 -2.24 -0.80
H -0.69 -1.30 -0.01
H 0.28 -0.16 1.26
H -0.03 0.21 -0.67
H -0.20 0.15 -0.03
H 0.11 -1.01 -0.95
H -0.46 -0.32 0.22
H 0.52 0.02 -0.42
H -0.34 0.39 -0.77
H -0.13 0.67 0.35
H -0.17 1.68 0.72
H 0.15 -0.29 0.16
H -0.54 0.45 -0.86
C 0.39 0.25 0.26
N -1.25 0.32 0.51
C -0.02 0.20 -0.76
C 0.37 -0.49 -0.22
C 0.28 -0.32 1.61
C -1.12 -0.90 -0.49
C 0.88 0.35 0.31
C 0.08 0.15 -0.30
C 1.09 -0.63 0.48
C -0.54 0.24 -0.39
H 0.26 0.18 -0.07
H 0.18 -0.14 0.15
H -0.46 -0.42 -0.60
H -0.04 -0.33 0.21
H 0.32 0.16 0.28
H 0.04 -0.26 0.03
H -0.07 0.31 -0.18
H 0.00 0.06 -0.35
H -0.14 0.79 -0.66
H -0.21 -0.38 -0.02
H 0.42 -0.46 0.43
H -0.27 0.63 -0.10
C -0.30 0.96 1.26
N 0.81 -0.16 0.71
C 0.45 1.49 -1.31
C -1.60 -0.63 -0.95
N -0.20 -1.38 1.03
C 1.85 0.09 -0.81
C 1.01 1.50 -0.14
Se 0.01 0.47 0.01
H -0.49 -1.22 -0.82
H 0.17 0.11 -0.30
H 0.03 0.08 -0.39
H -0.60 -1.38 0.78
H 0.33 -0.26 0.62
H -0.95 0.51 0.04
H -0.25 0.56 0.12
H -0.51 -0.47 0.26

Calculated atomic charges, method Mulliken, unit e: atom 1 (Co): 0.59, atom 2 (O): 0.21, atom 3 (C): -1.06, atom 4 (C): 0.81, atom 5 (C): -1.01, atom 6 (C): -0.62, atom 7 (C): -1.45, atom 8 (C): -0.17, atom 9 (N): 0.80, atom 10 (H): -0.58, atom 11 (H): 0.41, atom 12 (H): 0.55, atom 13 (H): 0.53, atom 14 (H): 0.41, atom 15 (H): 0.53, atom 16 (H): 0.76, atom 17 (N): -0.15, atom 18 (C): 0.54, atom 19 (O): -0.33, atom 20 (C): -1.61, atom 21 (I): 0.07, atom 22 (H): 0.28, atom 23 (H): 0.23, atom 24 (H): 0.45, atom 25 (H): 0.57, atom 26 (C): -0.94, atom 27 (N): 0.25, atom 28 (C): -1.23, atom 29 (C): 0.15, atom 30 (S): -0.33, atom 31 (N): 0.43, atom 32 (C): -1.11, atom 33 (C): -1.65, atom 34 (H): 0.33, atom 35 (H): 0.13, atom 36 (H): 0.40, atom 37 (H): 0.41, atom 38 (H): 0.44, atom 39 (H): 0.33, atom 40 (H): 0.37, atom 41 (H): 0.04, atom 42 (H): 0.37, atom 43 (H): 0.57, atom 44 (H): 0.36, atom 45 (H): 0.35, atom 46 (C): -0.89, atom 47 (N): 0.03, atom 48 (C): -0.87, atom 49 (C): -1.14, atom 50 (C): 2.24, atom 51 (C): -0.61, atom 52 (C): -0.86, atom 53 (C): -1.00, atom 54 (C): 0.69, atom 55 (C): -0.69, atom 56 (H): 0.51, atom 57 (H): -0.10, atom 58 (H): 0.46, atom 59 (H): 0.32, atom 60 (H): 0.31, atom 61 (H): 0.30, atom 62 (H): -0.43, atom 63 (H): 0.71, atom 64 (H): 0.44, atom 65 (H): 0.44, atom 66 (H): 0.23, atom 67 (H): 0.34, atom 68 (C): -0.99, atom 69 (N): 0.40, atom 70 (C): -0.89, atom 71 (C): -0.36, atom 72 (N): 0.39, atom 73 (C): -0.77, atom 74 (C): -0.42, atom 75 (Se): -0.23, atom 76 (H): 0.30, atom 77 (H): 0.27, atom 78 (H): 0.41, atom 79 (H): 0.49, atom 80 (H): 0.59, atom 81 (H): 0.36, atom 82 (H): 0.34, atom 83 (H): 0.17